Record 1
Below is 10 unconnected molecules or ions with the total composition C6H34N2O9, with properties calculated with ωB97M-V with the def2-TZVPD basis set.

```
51
Properties=species:S:1:pos:R:3:forces:R:3:mulliken_charge:R:1
C 3.61147 -0.70524 1.88259 -0.3 -0.5 -1.2 -1.504
C 2.68332 -1.22523 0.75868 0.9 -0.9 0.6 0.261
C 2.80071 -0.45831 -0.54190 -1.2 0.6 -0.7 -1.114
C 1.79118 0.73360 -0.71023 0.8 -1.5 0.0 0.364
N 1.78359 1.67737 0.39837 -0.7 0.6 -0.2 -0.572
C 0.40881 0.12480 -1.04608 -0.4 1.0 1.7 0.148
N 0.27685 -0.16172 -2.46175 -0.3 -0.1 -0.5 -0.479
C -1.12337 -0.34159 -2.86780 0.1 1.5 -0.5 -0.821
H 4.56668 -0.48068 1.43350 0.4 0.6 0.1 0.359
H 3.81251 -1.51304 2.56049 -0.1 -0.2 0.7 0.428
H 3.14633 0.14305 2.37821 0.3 0.0 0.2 0.285
H 2.96438 -2.26680 0.49431 -0.1 0.4 0.5 0.446
H 1.72806 -1.27552 1.26655 -0.7 0.1 -0.6 -0.238
H 2.52803 -1.08517 -1.40176 0.2 -0.3 0.2 0.315
H 3.85608 -0.22891 -0.71373 -0.1 0.5 0.1 0.491
H 2.01380 1.25141 -1.63977 0.5 0.3 -0.1 0.241
H 1.01409 1.61923 1.04928 0.1 -0.5 0.1 0.111
H 2.64591 1.80663 0.90079 0.1 -0.2 -0.1 0.248
H 0.13664 -0.75540 -0.44367 0.4 0.0 0.1 0.255
H -0.28804 0.90869 -0.68092 -0.1 -0.3 -0.9 -0.270
H 0.71398 -1.06371 -2.63409 0.3 0.3 0.0 0.346
H -1.23389 -0.40926 -3.95631 0.5 -0.7 0.1 0.369
H -1.57633 -1.18344 -2.35171 -0.5 0.2 0.0 0.187
H -1.60738 0.64746 -2.75147 -0.3 -0.7 0.8 0.291
O -2.25796 0.44913 1.73606 0.5 0.6 -0.1 -0.805
H -1.83689 1.28936 1.38478 -0.7 -0.4 -0.1 0.402
H -3.20514 0.61714 1.64228 0.0 -0.1 0.0 0.269
O -0.59234 -2.69969 2.60654 0.2 -0.2 -0.4 -0.694
H -0.69834 -1.75861 2.75551 0.2 0.4 0.2 0.340
H -0.18307 -2.75523 1.72329 -0.3 -0.1 0.3 0.304
O -1.60760 2.72369 0.63394 -0.6 -0.5 1.2 -0.651
H -0.93553 3.26854 1.06890 -0.1 0.1 -1.1 0.312
H -1.55719 2.67308 -0.32524 0.9 0.8 0.0 0.273
O -5.16002 -0.66245 0.33942 1.0 -0.4 0.2 -0.662
H -4.27978 -1.10278 0.21761 -0.7 0.4 -0.1 0.376
H -5.36624 -1.00272 1.21703 -0.4 0.1 0.0 0.296
O -2.73434 -2.01848 0.74558 0.1 0.0 -0.7 -0.650
H -2.03912 -1.34162 0.82353 -0.5 0.0 0.1 0.303
H -2.84755 -2.33227 1.64324 0.2 -0.3 0.3 0.389
O 0.02781 0.53740 3.27921 0.2 0.0 -0.5 -0.587
H -0.24022 0.30248 4.16556 0.0 0.0 0.4 0.316
H -0.79594 0.53671 2.76604 -0.1 -0.1 0.3 0.411
O 0.21416 2.61988 -3.60740 0.2 0.8 0.0 -0.699
H 0.41231 1.75330 -3.22195 -0.3 -0.6 -0.6 0.401
H -0.32075 2.59631 -4.40968 0.3 -0.6 0.4 0.274
O -0.56568 -3.11987 -0.64152 0.1 0.3 0.1 -0.529
H -1.52945 -3.05392 -0.68232 0.0 -0.1 0.3 0.264
H -0.30521 -3.84853 -1.20110 0.0 -0.3 -0.2 0.249
O 0.25415 3.73936 -1.09451 0.4 -0.2 0.3 -0.706
H 0.65739 3.62735 -1.96655 -0.4 0.1 -0.2 0.304
H 0.83912 3.20421 -0.51982 0.0 0.2 -0.1 0.353
```
Positions in Å, forces in eV/Å.

The SMILES is CCC[C@H](N)CNC.O.O.O.O.O.O.O.O.O. The calculation puts the molar mass at 278.3 g mol⁻¹.

=====

Record 2
Below is a gas-phase ion, C9H10O2P (charge -1), with properties calculated with ωB97M-V with the def2-TZVPD basis set.

```
22
Properties=species:S:1:pos:R:3:forces:R:3:mulliken_charge:R:1
C -1.33789 0.91292 1.84382 -0.4 0.4 -2.0 -1.608
C -0.36234 0.94615 0.73532 2.4 -0.5 -0.8 0.241
C 0.97955 1.24931 0.84389 -1.5 0.0 -3.0 -0.759
P 1.76662 0.67178 -0.86708 -1.3 1.1 1.6 0.090
C 3.33310 -0.09605 -0.42050 0.0 -0.2 1.3 -0.927
C 3.40538 0.09297 1.10280 0.8 1.3 -1.1 1.104
O 3.62335 0.87455 2.03207 -0.1 -1.3 -1.2 -0.723
O 3.10131 -1.13329 0.95614 -0.3 -0.8 0.7 -0.395
C 0.17471 -0.24613 -1.34742 1.1 -0.2 0.9 0.854
C -0.14234 -1.41403 -2.23429 3.1 1.7 -2.3 -1.351
C -0.74813 0.12868 -0.47776 -2.2 1.9 3.1 0.394
C -2.25829 -0.26357 -0.56193 1.4 -1.2 -1.2 -1.430
H -1.04329 0.06092 2.36852 -0.6 -2.0 0.9 0.313
H -2.32577 0.98370 1.40436 -0.2 -0.5 0.9 0.300
H -1.24148 1.65485 2.53305 0.5 2.6 1.8 0.522
H 1.50012 1.94218 1.54213 -0.6 -1.0 -0.5 0.433
H -0.92226 -1.30303 -2.97941 0.0 0.8 -0.5 0.316
H -0.55233 -2.17319 -1.66269 0.0 -2.0 1.4 0.417
H 0.86926 -1.62654 -2.74420 -1.8 -0.6 0.5 0.305
H -2.52073 -0.02833 -1.57492 -0.5 0.2 -0.7 0.339
H -3.05255 0.13909 0.08925 0.9 -0.3 -0.2 0.361
H -2.24603 -1.37292 -0.58113 -0.5 0.4 0.5 0.203
```
Positions in Å, forces in eV/Å.

The SMILES is Cc1cp(C2=C([O-])O2)c(C)c1C. The calculation puts the molar mass at 181.2 g mol⁻¹. As for the charge: -1.

=====

Record 3
Below is 14 unconnected molecules or ions with the total composition C5H39NO13, with properties calculated with ωB97M-V with the def2-TZVPD basis set.

```
58
Properties=species:S:1:pos:R:3:forces:R:3:mulliken_charge:R:1
C -0.70520 -0.01456 -2.58066 -1.0 -0.3 -0.7 -0.919
N -1.05000 -0.88538 -1.47105 0.9 -0.2 0.3 0.396
C -0.37225 -2.07306 1.99775 0.7 -0.6 -0.3 -1.422
C -1.12507 -1.40569 0.83565 0.7 -0.8 0.3 0.221
C -0.14805 -0.80690 -0.24024 -3.0 0.9 0.3 2.976
C 1.30387 -1.32423 -0.20476 -1.4 0.9 -1.9 -1.643
H -1.46863 -0.07324 -3.40244 0.2 0.1 0.9 0.305
H 0.19654 -0.29527 -3.10579 0.8 0.1 0.0 0.299
H -0.65700 1.00376 -2.19802 0.1 -0.2 -0.6 0.348
H -1.26185 -1.84582 -1.75903 0.4 0.5 0.2 0.404
H -0.26661 -3.20378 1.95693 0.1 1.2 -0.5 0.411
H -0.87602 -1.94989 2.92244 -0.6 0.4 1.0 0.505
H 0.63045 -1.61023 2.10147 -0.8 -0.4 0.3 -0.218
H -1.77934 -2.14849 0.37805 0.3 0.1 -0.1 0.182
H -1.83600 -0.64717 1.17774 0.5 -0.1 0.1 0.051
H -0.15893 0.29217 -0.00094 0.5 -1.3 -0.3 -2.334
H 1.79418 -0.68059 -0.95607 0.4 -0.6 0.2 0.267
H 1.73218 -1.10812 0.76817 0.2 -0.3 -0.2 0.506
H 1.28736 -2.36786 -0.55477 0.5 0.5 0.4 0.257
H 1.36867 -3.13138 3.75632 0.8 0.0 -0.1 0.359
H 2.36299 -2.40267 2.87662 0.1 0.2 0.0 0.324
O 2.29749 -3.16973 3.44861 -0.8 -0.2 0.2 -0.637
H -3.11448 3.03204 -1.00651 0.0 0.5 -0.2 0.297
H -3.00691 1.81715 -1.84978 -0.2 1.1 -0.5 0.347
O -3.14937 2.79528 -1.93997 0.3 -1.4 0.5 -0.619
H 2.16287 1.15459 3.19399 0.4 -0.9 0.7 0.352
H 3.23919 0.06191 3.28331 -1.3 0.7 1.1 0.293
O 2.46510 0.43091 3.80679 1.0 0.1 -1.9 -0.634
H 0.67714 -4.11664 0.27854 0.3 -0.4 -0.1 0.306
H 1.89597 -4.42918 -0.58830 -0.6 -0.2 0.0 0.332
O 0.94277 -4.62059 -0.51164 0.2 0.4 0.3 -0.696
H 0.20802 1.79511 -0.55374 -0.2 2.1 -0.7 0.154
H -0.19170 3.30691 -1.13294 -0.1 -0.9 0.5 0.182
O 0.32060 2.49331 -1.27175 0.7 -0.5 0.5 -0.648
H -3.54646 1.97170 0.42750 -1.3 1.4 -0.8 0.213
H -3.51149 0.38377 -0.02165 -1.2 0.0 -1.5 0.310
O -3.28934 1.09718 0.56246 2.2 -1.1 2.7 -0.737
H 2.91907 2.01171 0.54961 -0.2 0.1 0.9 0.342
H 2.33035 3.14657 1.29908 0.1 0.0 0.3 0.224
O 2.57594 2.22673 1.45372 0.0 -0.1 -0.6 -0.563
H -1.51799 1.18558 1.10488 -1.2 0.4 0.2 0.181
H -1.00249 2.40389 2.00694 -1.1 0.2 0.0 0.313
O -0.78054 1.61553 1.53241 2.0 -0.7 0.1 -0.393
H 2.45827 2.98441 -1.46871 1.1 -0.2 0.8 0.254
H 4.01820 2.82650 -1.61496 -0.1 -0.1 -0.1 0.305
O 3.30274 2.79362 -0.96959 -1.1 0.5 -1.0 -0.692
H 0.20539 3.64784 1.89616 1.4 -0.9 0.3 0.289
H 0.15084 4.59316 0.68267 1.3 0.4 -1.4 0.289
O -0.28609 4.30158 1.44553 -2.3 1.0 1.2 -0.642
H 3.14957 0.90231 -4.10651 -0.3 0.2 0.5 0.300
H 2.72412 1.42533 -2.66375 -1.1 -0.4 0.3 0.410
O 3.41148 1.37291 -3.30445 1.4 0.0 -1.1 -0.655
H -1.04541 -3.70570 -0.89291 0.4 -0.3 0.0 0.306
H -2.13010 -4.29659 -1.77420 0.0 0.0 0.1 0.293
O -1.98953 -3.66673 -1.05565 -0.4 -0.3 -0.4 -0.616
H -3.30850 -0.99191 -1.29986 -0.4 0.1 0.0 0.437
H -4.32387 -1.32666 -0.22004 -0.2 0.1 -0.6 0.349
O -4.23209 -0.77542 -1.02263 1.0 -0.7 0.5 -0.815
```
Positions in Å, forces in eV/Å.

The calculation puts the molar mass at 321.4 g mol⁻¹.

=====

Record 4
Below is 2 unconnected molecules or ions with the total composition C3H9NO3, with properties calculated with ωB97M-V with the def2-TZVPD basis set.

```
16
Properties=species:S:1:pos:R:3:forces:R:3:mulliken_charge:R:1
C 0.06625 2.28142 0.32630 -1.0 -0.9 -1.7 -1.497
C 0.27936 0.76938 0.36957 -1.2 1.0 1.1 0.256
N -0.66572 0.11310 1.33380 1.7 -0.4 -0.7 -0.646
C 0.10553 0.07810 -0.98980 1.0 0.4 0.4 0.599
O 0.00308 0.69420 -2.02063 -0.3 0.0 0.1 -0.601
O 0.16026 -1.22144 -0.90948 0.3 -0.5 -1.0 -0.573
H 0.27250 2.80717 1.23400 0.4 0.2 0.5 0.400
H 0.61044 2.61260 -0.54266 0.7 0.6 0.0 0.389
H -0.96026 2.48015 0.00899 -0.2 0.0 0.3 0.340
H 1.27962 0.65743 0.75044 0.6 -0.7 0.0 0.225
H -0.55631 0.50990 2.24103 -0.3 0.5 0.6 0.225
H -1.58293 0.19262 0.96977 -1.1 0.3 0.0 0.250
H 0.47056 -1.68090 -0.01914 -0.8 0.4 -1.0 0.471
O 0.25089 -2.29757 1.18681 0.6 -0.8 1.3 -0.737
H -0.41701 -2.97900 1.16666 -0.2 -0.5 -0.2 0.340
H -0.23124 -1.45554 1.42267 -0.2 0.3 0.3 0.558
```
Positions in Å, forces in eV/Å.

The SMILES is C[C@@H](N)C(=O)O.O. The calculation puts the molar mass at 107.1 g mol⁻¹.

=====

Record 5
Below is 3 unconnected molecules or ions with the total composition C20H45ClN3O7P, with properties calculated with ωB97M-V with the def2-TZVPD basis set.

```
77
Properties=species:S:1:pos:R:3:forces:R:3:mulliken_charge:R:1
C -0.40244 4.88342 0.85871 0.0 -0.4 0.2 -1.551
C -0.09306 3.40770 0.76479 0.6 0.1 0.3 1.203
Cl -1.37837 2.50337 -0.07968 -0.1 0.1 -0.2 -0.267
C 1.26090 3.13127 0.12412 -0.5 0.1 -0.4 -1.036
O 1.50593 1.73173 -0.00960 0.2 -0.1 0.2 -0.232
C 2.11757 1.21132 1.10492 0.6 0.4 -0.4 0.289
O 3.29792 1.34365 1.30557 -1.0 0.2 0.1 -0.555
N 1.21233 0.55391 1.95454 1.2 -0.8 0.1 0.823
C 0.55107 -0.62677 1.33028 -1.0 0.3 -0.6 -0.909
C -0.98023 -0.68510 1.49355 0.4 0.1 0.8 -0.490
C -1.53680 0.18776 2.61019 -0.6 0.4 0.0 0.211
C -3.00320 0.43277 2.35894 -0.8 -1.2 -0.4 0.162
O -3.76853 -0.47248 2.11029 0.6 1.1 0.4 -0.524
O -3.44305 1.72897 2.45274 -0.3 -0.3 0.1 -0.515
P 1.80525 0.27023 3.52252 -1.3 -0.7 1.1 0.496
O 0.91102 -0.61616 4.27509 -0.4 -0.3 -0.5 -0.675
O 1.86479 1.71848 4.15095 1.0 0.3 -0.4 -0.588
O 3.26962 -0.28449 3.55071 0.7 0.7 -0.5 -0.491
H -1.23447 5.01374 1.53682 -0.3 0.2 0.0 0.428
H 0.44992 5.36942 1.31781 0.2 0.3 -0.1 0.387
H -0.63395 5.31416 -0.10483 0.0 0.2 -0.2 0.352
H -0.05138 3.01654 1.77140 -0.2 -0.3 0.3 -0.140
H 1.28648 3.58330 -0.86039 0.0 -0.2 -0.4 0.359
H 2.05213 3.60883 0.69218 0.2 0.0 0.3 0.459
H 0.73932 -0.55671 0.26774 0.2 0.0 -0.2 0.463
H 0.98792 -1.56298 1.65199 0.3 0.0 0.4 0.334
H -1.48195 -0.39751 0.58413 0.0 0.0 -0.5 0.520
H -1.25886 -1.70288 1.72766 -0.1 -0.3 -0.2 0.108
H -1.03301 1.14216 2.70338 0.2 0.2 -0.1 -0.012
H -1.47721 -0.28892 3.57988 0.2 -0.2 0.2 0.345
H -3.07702 2.22823 1.71530 0.3 0.3 -0.1 0.292
H 0.95927 2.02544 4.23425 -0.3 0.2 0.2 0.378
H 3.24180 -1.22822 3.72498 0.0 -0.3 0.2 0.355
C 1.65825 4.67807 -7.67410 0.0 0.0 0.0 -1.429
C 2.36299 3.95427 -6.53696 -0.1 -0.1 -0.1 -0.310
N 2.19113 4.60671 -5.25464 0.1 0.1 0.2 0.138
C 3.07949 4.10706 -4.22101 0.2 0.0 0.0 -0.779
C 2.93084 2.64716 -3.77202 0.0 0.0 0.1 -0.744
C 0.82154 4.83995 -4.83721 -0.3 0.1 -0.1 -0.750
C -0.11876 3.63431 -4.71525 -0.1 0.0 0.2 -0.766
H 1.96455 5.72370 -7.71907 0.0 0.0 0.0 0.333
H 1.91428 4.20836 -8.62423 0.0 0.0 0.0 0.436
H 0.57270 4.63981 -7.57605 0.0 0.0 0.0 0.291
H 3.43280 3.93433 -6.75962 0.0 0.0 0.1 0.440
H 2.02837 2.90451 -6.52378 0.0 0.0 0.0 0.258
H 2.98566 4.75982 -3.34806 -0.1 0.0 0.0 0.351
H 4.10617 4.24726 -4.57364 0.0 0.0 -0.1 0.382
H 2.04510 2.49272 -3.15672 -0.1 0.0 -0.1 -0.039
H 3.79260 2.36583 -3.16329 0.0 0.0 0.0 0.402
H 2.89110 1.95704 -4.61487 0.0 0.0 0.0 0.345
H 0.36962 5.55038 -5.53464 0.1 0.0 -0.1 0.375
H 0.84588 5.37252 -3.88275 0.1 0.0 0.0 0.349
H -0.05117 2.96000 -5.56953 0.0 0.0 0.0 0.243
H -1.15147 3.98443 -4.65870 0.0 0.0 0.0 0.380
H 0.07107 3.05864 -3.81029 0.0 -0.1 0.0 0.100
C 0.20865 -4.74059 3.01029 0.1 0.0 0.1 -1.387
C -1.21082 -5.11186 3.40678 0.1 0.0 0.0 -0.533
N -2.07276 -5.34962 2.26620 -0.1 0.1 -0.1 0.195
C -3.48298 -5.40885 2.60922 -0.2 0.1 0.1 -0.653
C -3.95887 -6.54940 3.51755 -0.1 0.0 -0.1 -1.008
C -1.60488 -6.34765 1.32203 0.2 -0.1 -0.1 -0.736
C -1.33447 -7.76526 1.84438 -0.1 -0.1 -0.1 -0.997
H 0.21372 -3.88166 2.33668 0.0 -0.1 -0.1 0.210
H 0.77778 -4.46422 3.89897 0.0 0.0 0.0 0.477
H 0.73371 -5.56982 2.53451 0.0 0.0 0.0 0.336
H -1.63019 -4.27913 3.97708 -0.1 0.0 0.0 0.498
H -1.17314 -5.97131 4.09515 0.0 0.0 0.0 0.318
H -4.06202 -5.42679 1.68242 0.1 0.0 -0.1 0.416
H -3.74039 -4.46008 3.08962 0.1 0.0 0.0 0.314
H -3.99377 -7.50303 2.99248 0.1 0.0 0.0 0.213
H -4.97211 -6.33946 3.86554 0.0 0.0 0.0 0.420
H -3.32853 -6.66294 4.39993 0.0 0.0 0.0 0.275
H -0.68329 -5.97500 0.86653 0.0 0.0 0.1 0.361
H -2.31844 -6.39819 0.49652 -0.1 0.0 0.1 0.399
H -0.77703 -7.76001 2.78184 0.0 0.0 0.0 0.261
H -0.73938 -8.31739 1.11417 0.0 0.0 0.0 0.368
H -2.25324 -8.32884 1.99760 0.0 0.0 0.1 0.271
```
Positions in Å, forces in eV/Å.

The SMILES is C[C@@H](Cl)COC(=O)N(CCCC(=O)O)P(=O)(O)O.CCN(CC)CC.CCN(CC)CC. The calculation puts the molar mass at 506.0 g mol⁻¹.

=====

Record 6
Below is a single C4H9NO3 molecule, with properties calculated with ωB97M-V with the def2-TZVPD basis set.

```
17
Properties=species:S:1:pos:R:3:forces:R:3:mulliken_charge:R:1
C -1.51148 0.59721 -0.09788 0.8 -0.7 -0.6 -1.045
C -0.41846 -0.10161 -0.93755 0.7 -0.8 1.9 0.274
O 0.26866 0.86563 -1.66077 -0.4 1.2 -2.2 -0.559
C 0.62256 -0.67480 0.06437 0.5 -1.1 2.5 -0.187
N 0.01804 -1.44942 1.10813 -2.0 -1.7 -0.9 -0.470
C 1.44673 0.27549 0.91655 -0.2 1.5 0.3 0.483
O 1.56155 0.22222 2.11407 0.3 -0.3 -0.5 -0.577
O 2.01864 1.21340 0.19056 0.1 0.9 -0.9 -0.546
H -1.72187 1.51972 -0.72091 -0.7 -1.0 1.4 0.303
H -2.25126 -0.18760 -0.00655 -1.2 0.6 -0.2 0.360
H -1.15845 0.72319 0.96236 -0.2 0.6 -1.2 0.280
H -0.72240 -0.92600 -1.64210 -0.2 0.7 0.9 0.321
H -0.39816 1.30368 -2.24767 1.2 -0.3 0.6 0.330
H 1.40789 -1.22932 -0.42991 0.1 -0.4 -0.8 0.293
H 0.31535 -1.73335 2.02019 1.1 0.7 -0.2 0.180
H -0.93929 -1.65154 1.00608 -0.9 -0.4 -0.3 0.137
H 1.46195 1.23311 -0.63897 1.0 0.5 0.3 0.422
```
Positions in Å, forces in eV/Å.

The SMILES is C[C@@H](O)[C@H](N)C(=O)O. The calculation puts the molar mass at 119.1 g mol⁻¹.

=====

Record 7
Below is a molecular structure, C3H5N2O5P, with properties calculated with ωB97M-V with the def2-TZVPD basis set.

```
16
Properties=species:S:1:pos:R:3:forces:R:3:mulliken_charge:R:1
C 0.97030 -1.96437 -0.96733 0.3 -1.8 1.4 -0.148
C 1.18321 1.51409 0.15674 1.4 1.3 2.4 -0.157
C -0.39058 0.07375 -0.66450 -0.6 0.9 -0.4 0.420
N -0.12474 -1.32421 -0.62802 2.6 1.1 -2.7 0.009
N 0.29454 0.63731 0.49549 -0.9 0.1 -0.4 -0.889
O -3.09835 0.36864 -1.57735 0.5 -0.1 -0.2 -0.857
O -2.56497 1.36541 0.63726 -0.8 -0.7 -1.7 -0.535
O 1.97249 -1.66997 -1.57791 0.6 0.9 -0.9 -0.595
O 1.59587 1.96919 -0.89634 0.3 0.6 -2.9 -0.656
O -2.48257 -1.22463 0.32509 -0.2 -0.4 1.0 -0.839
P -2.25454 0.08054 -0.36734 -2.2 0.6 -2.5 0.643
H 0.96878 -2.97583 -0.46828 -0.3 0.0 -0.4 0.262
H 1.75100 2.02579 1.00312 -0.6 -0.7 0.6 0.364
H -0.14574 0.47200 -1.69283 -0.1 0.0 1.3 0.424
H -0.79232 -1.77876 -0.14465 -2.6 -2.3 2.2 0.184
H -1.84105 1.04670 1.11666 2.6 0.6 3.2 0.369
```
Positions in Å, forces in eV/Å.

The calculation puts the molar mass at 180.1 g mol⁻¹. As for the charge: -2.

=====

no.,total energy (eV)
1,-28181.776
2,-22874.913
3,-33923.948
4,-10889.688
5,-62086.531
6,-11925.449
7,-25700.635